1.
61
Properties=species:S:1:pos:R:3 method="wB97M-V/def2-TZVPD" total_charge=+2 e_lumo_ev=-6.43 fmax_ev_per_a=3.87 orbital_gap_ev=7.5 de_lowest_kcal_mol=88.3
Zr -0.26883 -0.02801 -0.65156
C -0.54333 -4.46651 -0.10526
C 0.06697 -3.66691 0.99484
N 0.12687 -4.20251 2.18714
C 0.65247 -3.54921 3.21114
C 1.15347 -2.26281 3.11814
C 1.66067 -1.60271 4.37844
O 2.05557 -2.50951 5.35864
C 1.08697 -1.61671 1.85214
C 1.71607 -0.36501 1.59684
N 1.50957 0.34549 0.52254
C 2.31387 1.46369 0.23654
C 2.69767 2.40079 1.19774
C 3.44777 3.50829 0.83814
C 3.84307 3.69239 -0.47776
C 3.49877 2.75619 -1.44386
C 2.73617 1.66289 -1.07996
I 2.24037 0.12089 -2.48496
C 0.50547 -2.33491 0.75404
O 0.38857 -1.80171 -0.44406
H -0.97693 -5.36311 0.32624
H 0.21767 -4.75061 -0.83136
H -1.30203 -3.86851 -0.60876
H 0.65897 -4.07051 4.15914
H 0.83397 -1.04521 4.83584
H 2.46227 -0.88311 4.15474
H 2.80947 -3.03921 5.07204
H 2.50817 -0.05581 2.28774
H 2.39167 2.26019 2.22494
H 3.73057 4.22099 1.59774
H 4.43347 4.55249 -0.75866
H 3.83897 2.86129 -2.46056
O -2.79093 5.33499 1.65474
C -2.03493 4.31879 1.32054
C -1.48173 3.40539 2.23474
C -0.75053 2.33709 1.76674
N -0.52643 2.10479 0.46244
C -1.01093 3.01669 -0.38426
Br -0.54513 2.61679 -2.18416
C -1.74133 4.12309 -0.04596
H -2.97783 5.40189 2.60474
H -1.62683 3.53379 3.29714
H -0.31863 1.61719 2.45274
H -2.09413 4.82809 -0.78036
O -3.77513 -0.52281 0.85164
Cl -2.57803 -0.55231 0.18314
O -2.34663 -1.68751 -0.61376
O -1.44503 -0.42551 1.08564
O -2.39873 0.59459 -0.68676
C -1.63773 -2.69321 -3.70116
N -1.80583 -1.40121 -4.33826
C -2.39893 -1.30051 -5.65666
C -1.40063 -0.34031 -3.70056
O -0.84673 -0.38531 -2.56116
H -1.97573 -3.47651 -4.37116
H -2.21053 -2.73691 -2.76876
H -0.58273 -2.85561 -3.45506
H -2.62893 -2.29281 -6.02946
H -1.71093 -0.82371 -6.35336
H -3.32243 -0.72421 -5.62716
H -1.53053 0.62209 -4.21436

---

2.
57
Properties=species:S:1:pos:R:3 method="wB97M-V/def2-TZVPD" total_charge=+2 e_lumo_ev=-8.46 fmax_ev_per_a=0.13 orbital_gap_ev=4.5 de_lowest_kcal_mol=0.0
Tl -1.90008 -0.00098 -0.99591
O -1.94438 0.24378 1.67463
C -1.82187 1.55834 2.24793
C -3.17349 2.19606 2.50366
C -4.06438 2.25202 1.25691
C -3.48842 3.09961 0.15693
C -3.75679 4.46338 0.10044
C -3.20341 5.23299 -0.90685
C -2.38510 4.62123 -1.84482
C -2.16155 3.26495 -1.72227
N -2.69359 2.51306 -0.75151
H -2.22780 -0.37708 2.35447
H -1.24633 2.13627 1.52450
H -1.23771 1.50417 3.16768
H -3.00837 3.20281 2.89683
H -3.69780 1.63926 3.28471
H -5.03782 2.65449 1.53946
H -4.22856 1.24180 0.88381
H -4.40506 4.90828 0.84383
H -3.41036 6.29334 -0.96345
H -1.93389 5.17753 -2.65362
H -1.52739 2.74961 -2.43729
N 7.81686 1.13544 1.70462
C 6.81461 0.29690 1.39215
C 5.74398 0.73173 0.57704
C 4.72485 -0.12212 0.25798
C 4.74465 -1.43888 0.74303
C 5.79905 -1.88772 1.55020
C 6.81683 -1.03183 1.87347
S 3.48279 -2.50620 0.32012
O 2.21814 -1.86607 0.18795
O 3.60336 -3.75017 1.03598
N 3.94604 -2.81818 -1.30780
C 4.33534 -3.94055 -1.69860
S 4.43542 -5.49406 -0.67151
C 4.96591 -6.27522 -1.99216
C 5.09445 -5.41405 -3.17054
N 4.75631 -4.19357 -3.00162
H 7.82053 2.08640 1.38147
H 8.57298 0.84454 2.29851
H 5.73574 1.74945 0.20952
H 3.90340 0.21277 -0.36121
H 5.79357 -2.89914 1.93308
H 7.62621 -1.36624 2.50905
H 5.20931 -7.33094 -1.97670
H 5.44794 -5.77996 -4.12567
Br -6.91528 -3.53045 0.22030
C -6.32608 -1.92158 -0.54844
C -7.21399 -1.05055 -1.15805
C -6.71450 0.11998 -1.70682
C -5.35756 0.37426 -1.62163
N -4.50498 -0.46736 -1.03215
C -4.97994 -1.59673 -0.50897
H -8.26875 -1.28468 -1.20311
H -7.37057 0.82632 -2.19546
H -4.93294 1.28289 -2.03212
H -4.26954 -2.26937 -0.04205

---

3.
51
Properties=species:S:1:pos:R:3 method="wB97M-V/def2-TZVPD" s_squared=0.77 total_charge=+1 e_lumo_ev="-4.03 / -8.44" fmax_ev_per_a=3.53 multiplicity=2 orbital_gap_ev="7.4 / 2.9"
F 1.95369 5.12111 -0.64923
C 2.24338 4.35628 0.45783
C 1.30409 4.31785 1.49430
C 1.39299 3.43440 2.59500
C 2.48344 2.57164 2.67784
C 3.46011 2.56016 1.65412
C 3.32751 3.46451 0.56270
H 0.43591 4.95912 1.45619
H 0.72986 3.55333 3.43910
H 2.58664 1.91875 3.53194
H 4.26309 1.89283 1.93031
H 4.06345 3.37693 -0.22287
F -1.78812 -3.63507 -4.14417
C -2.22184 -3.25410 -2.92630
C -2.59455 -1.92445 -2.60208
C -3.03941 -1.63336 -1.32482
C -3.08361 -2.60281 -0.36176
C -2.62425 -3.88668 -0.66310
C -2.27118 -4.23712 -1.95389
H -2.57321 -1.20588 -3.40806
H -3.32396 -0.59879 -1.20195
H -3.41257 -2.32315 0.62818
H -2.75776 -4.60487 0.13237
H -1.97409 -5.23259 -2.24914
F 1.49518 -0.14208 -0.51976
C 0.97153 0.62578 -1.53164
C 1.14104 0.15251 -2.84286
C 0.36550 0.76810 -3.84472
C -0.38530 1.91323 -3.51442
C -0.45232 2.44917 -2.29665
C 0.18555 1.74125 -1.27504
H 1.80136 -0.68369 -3.01935
H 0.31248 0.42103 -4.86606
H -1.03690 2.26923 -4.29869
H -1.04788 3.30580 -2.01756
H 0.06736 2.17068 -0.29116
C 1.37338 -3.57653 -0.45344
Cl 1.15069 -4.74950 -1.85170
Cl 2.80720 -3.68603 0.60133
H 1.34504 -2.58356 -0.90211
H 0.47027 -3.67978 0.14808
C 0.18756 -0.82937 2.57195
C -1.23531 -0.49021 3.04351
O -2.15027 -0.65973 2.24397
C -1.30481 0.20395 4.46416
H 0.67669 0.13605 2.44225
H 0.18916 -1.30122 1.58937
H 0.67923 -1.42553 3.34069
H -0.65546 1.07936 4.47472
H -1.25567 -0.51825 5.27909
H -2.27467 0.70133 4.47367

---

4.
75
Properties=species:S:1:pos:R:3 method="wB97M-V/def2-TZVPD" total_charge=0 e_lumo_ev=-0.39 fmax_ev_per_a=3.10 orbital_gap_ev=10.9 de_lowest_kcal_mol=55.3
C 8.83837 3.44317 -27.34370
Cl 9.30226 3.96740 -28.96106
Cl 7.69694 2.04993 -27.33850
H 9.71061 3.20185 -26.74550
H 8.43656 4.35440 -26.90864
C 4.04160 7.20016 -29.07082
C 3.21775 5.99033 -29.46545
O 4.32644 5.10402 -29.75452
C 5.23518 5.36550 -28.79832
O 6.24743 4.75695 -28.64664
O 4.96644 6.54363 -28.19339
F 2.44740 6.21573 -30.54070
H 3.52464 7.97831 -28.51297
H 4.49238 7.67542 -29.94318
H 2.57132 5.59851 -28.68195
C 9.89184 7.25170 -29.33940
C 8.74137 8.21653 -29.20389
O 9.39665 9.41711 -28.89086
C 10.63812 9.38737 -29.44554
O 11.34867 10.31759 -29.56401
O 10.93014 8.11357 -29.85070
F 7.92524 7.86884 -28.17776
H 9.70695 6.37876 -29.94810
H 10.15635 6.99753 -28.30986
H 8.15707 8.33420 -30.11930
C 7.95259 0.14499 -24.44722
C 9.20443 0.74122 -23.74940
O 9.56009 -0.25779 -22.84478
C 8.49308 -1.05058 -22.62332
O 8.44742 -1.93194 -21.83793
O 7.46911 -0.72944 -23.45771
F 8.76163 1.87759 -23.08701
H 8.34194 -0.31027 -25.36863
H 7.23870 0.89759 -24.76364
H 10.01069 1.04189 -24.41585
C 10.60089 4.73008 -22.02379
C 10.87723 4.78362 -23.53034
O 10.07607 5.87190 -23.94828
C 9.31106 6.32407 -22.95760
O 8.75475 7.36870 -22.87867
O 9.41398 5.48093 -21.87719
F 10.45467 3.65410 -24.18115
H 11.35220 5.23757 -21.41412
H 10.53645 3.69152 -21.70171
H 11.90575 4.92739 -23.85908
C 4.84389 0.26309 -26.98786
C 3.71897 1.11375 -27.53298
O 2.65179 0.18138 -27.49189
C 3.13596 -1.09341 -27.37392
O 2.41967 -2.03472 -27.47113
O 4.43204 -1.08754 -27.03819
F 3.94348 1.41193 -28.85361
H 5.14347 0.50255 -25.96511
H 5.74535 0.50091 -27.55473
H 3.54210 2.05618 -27.02105
C 12.23937 3.78395 -30.46103
C 13.25709 3.54856 -31.55302
O 12.45547 3.69568 -32.71927
C 11.40345 4.46802 -32.41234
O 10.63034 4.97182 -33.14873
O 11.40211 4.73418 -31.07550
F 13.77139 2.29280 -31.40032
H 12.73323 4.17729 -29.57361
H 11.74479 2.84423 -30.20928
H 14.10323 4.23619 -31.53107
C 7.69140 2.85295 -31.88603
C 7.08011 4.25759 -32.12233
O 6.64728 4.05998 -33.43427
C 7.54948 3.24636 -34.07464
O 7.59315 3.24976 -35.26188
O 8.21189 2.53133 -33.16096
F 7.92759 5.29518 -31.93950
H 6.91934 2.16833 -31.53523
H 8.43910 2.92080 -31.09367
H 6.30543 4.37820 -31.36127